No. 1
Density functional theory data (ωB97M-V/def2-TZVPD) for C23H40CaF8N4O34S8 as an isolated structure.

Summary:
frontier orbital gap	8.2	eV
charge	-2
strongest force on any atom	8.97	eV Å⁻¹
LUMO	2.97	eV
DFT total energy	-226938.4153	eV

Each line ends with the Mulliken charge.
CARTESIAN COORDINATES (ANGSTROEM)
1 Ca -0.824 -1.308 1.837  3.264
2 N 0.423 -1.095 6.457  -0.302
3 S 0.523 -2.649 6.485  1.036
4 O 1.833 -3.156 6.844  -0.627
5 O -0.449 -3.438 5.732  -0.543
6 F -0.278 -2.810 7.924  -0.386
7 S 1.290 -0.962 5.077  0.795
8 O 0.674 -1.343 3.825  -0.055
9 O 2.720 -1.042 5.206  -0.545
10 F 1.161 0.641 5.064  -0.316
11 N -0.705 -3.570 2.016  -0.382
12 S 0.390 -4.751 2.010  0.599
13 O 0.193 -5.784 1.009  -0.609
14 O 1.051 -5.097 3.219  -0.516
15 F 1.504 -3.862 1.277  -0.151
16 S -1.997 -4.589 2.198  0.638
17 O -1.978 -5.554 3.260  -0.576
18 O -2.640 -4.977 0.987  -0.597
19 F -2.969 -3.451 2.740  -0.226
20 N -1.961 0.274 2.776  -0.279
21 S -2.631 0.296 4.170  0.576
22 O -4.070 0.353 4.284  -0.591
23 O -1.808 0.796 5.244  -0.564
24 F -2.331 -1.268 4.422  -0.262
25 S -2.602 1.704 2.189  0.752
26 O -2.589 2.825 3.071  -0.544
27 O -3.755 1.503 1.360  -0.600
28 F -1.415 2.025 1.184  -0.064
29 N 0.691 -0.385 0.560  0.495
30 S 0.804 0.292 -0.782  -0.233
31 O 1.598 -0.404 -1.788  -0.480
32 O 0.637 1.707 -0.851  -0.265
33 F -0.614 -0.357 -1.325  -0.344
34 S 2.227 0.186 1.098  0.571
35 O 1.969 1.079 2.201  -0.408
36 O 3.383 0.297 0.278  -0.498
37 F 2.506 -1.184 1.854  -0.292
38 C -1.079 2.359 -3.753  0.088
39 C -1.021 3.824 -3.425  -0.246
40 O 0.236 4.266 -3.909  -0.388
41 C 1.030 3.187 -3.983  0.581
42 O 2.205 3.248 -4.208  -0.597
43 O 0.329 2.056 -3.843  -0.052
44 H -1.524 2.165 -4.732  0.390
45 H -1.652 1.741 -3.065  -0.151
46 H -1.122 4.100 -2.376  0.084
47 H -1.781 4.364 -3.994  0.384
48 C 0.333 3.982 2.999  -1.137
49 C 1.291 5.081 3.361  0.746
50 C 0.661 6.495 3.190  -0.309
51 O 0.868 7.105 4.426  -0.383
52 C 1.277 6.238 5.355  0.517
53 O 1.426 6.498 6.512  -0.582
54 O 1.482 5.027 4.818  -0.424
55 H -0.610 4.258 3.481  0.579
56 H 0.437 3.026 3.515  0.201
57 H 0.237 3.906 1.919  0.049
58 H 2.310 5.006 2.980  0.079
59 H -0.367 6.439 2.833  0.350
60 H 1.219 6.936 2.358  0.220
61 C 0.856 5.361 -0.527  -0.599
62 C 2.249 4.853 -0.827  0.771
63 C 3.314 5.917 -0.589  -0.516
64 O 4.344 5.209 0.069  -0.427
65 C 3.942 3.982 0.461  0.382
66 O 4.657 3.259 1.066  -0.527
67 O 2.634 3.792 0.078  0.275
68 H 0.186 4.502 -0.589  -0.404
69 H 0.623 6.171 -1.218  0.493
70 H 0.720 5.712 0.496  0.002
71 H 2.367 4.412 -1.817  -0.071
72 H 3.028 6.717 0.099  0.277
73 H 3.713 6.340 -1.511  0.329
74 C 1.063 -0.890 -5.491  -1.578
75 C 0.533 -1.610 -4.263  1.595
76 O -0.446 -2.555 -4.738  -0.535
77 C -1.002 -3.446 -3.904  0.513
78 O -1.860 -4.230 -4.209  -0.656
79 O -0.397 -3.395 -2.731  0.055
80 C -0.824 -4.175 -1.633  -0.431
81 H 0.163 -0.432 -5.910  0.380
82 H 1.562 -1.559 -6.189  0.319
83 H 1.743 -0.082 -5.226  0.296
84 H 0.089 -0.920 -3.551  -0.403
85 H 1.380 -2.116 -3.799  -0.118
86 H -0.435 -3.849 -0.672  -0.306
87 H -0.467 -5.187 -1.836  0.498
88 H -1.913 -4.141 -1.578  0.385
89 C 3.911 -4.331 -6.086  -1.235
90 C 2.926 -4.845 -5.058  -0.252
91 O 3.223 -4.322 -3.742  -0.190
92 C 4.098 -4.955 -2.966  0.606
93 O 4.759 -5.921 -3.244  -0.623
94 O 4.171 -4.368 -1.782  -0.431
95 C 3.221 -3.378 -1.343  0.119
96 H 4.136 -3.281 -5.912  0.258
97 H 3.402 -4.473 -7.040  0.375
98 H 4.802 -4.938 -5.929  0.403
99 H 2.847 -5.932 -5.015  0.420
100 H 1.898 -4.547 -5.273  0.211
101 H 2.257 -3.873 -1.225  0.037
102 H 3.125 -2.620 -2.116  0.121
103 H 3.510 -2.959 -0.385  0.146
104 C -7.278 -0.700 2.096  -1.348
105 C -6.336 -0.547 0.950  0.031
106 O -5.086 -1.198 1.285  -0.213
107 C -4.155 -1.400 0.388  0.229
108 O -2.987 -1.515 0.645  0.755
109 O -4.622 -1.206 -0.860  -0.554
110 C -3.739 -1.425 -1.960  -0.200
111 H -6.843 -0.594 3.092  0.281
112 H -7.718 -1.701 2.130  0.350
113 H -8.057 0.060 2.028  0.392
114 H -6.130 0.524 0.915  0.170
115 H -6.774 -0.922 0.031  0.277
116 H -3.007 -0.621 -2.036  0.008
117 H -4.357 -1.569 -2.841  0.391
118 H -3.162 -2.334 -1.781  -0.003

---

No. 2
Density functional theory data (ωB97M-V/def2-TZVPD) for C30H27BrHfN10O4S2 as an isolated structure.

Summary:
frontier orbital gap	5.8	eV
strongest force on any atom	3.90	eV Å⁻¹
LUMO	-1.55	eV
DFT total energy	-147660.9694	eV

Each line ends with the Mulliken charge.
CARTESIAN COORDINATES (ANGSTROEM)
1 Hf 0.242 0.810 0.456  1.160
2 C 2.826 -2.973 0.869  -1.857
3 C 2.105 -1.723 0.410  0.713
4 N 0.897 -1.361 0.811  0.305
5 N 0.359 -1.905 1.982  -0.188
6 C -0.390 -2.991 2.098  0.540
7 N -1.237 -3.061 3.165  -0.395
8 S -0.328 -4.292 1.018  -0.431
9 C 2.795 -0.787 -0.470  0.807
10 C 4.079 -1.017 -1.020  -0.630
11 C 4.658 -0.118 -1.856  -0.736
12 C 3.923 0.986 -2.213  -0.847
13 C 2.712 1.265 -1.609  -0.203
14 N 2.158 0.455 -0.700  0.213
15 H 3.318 -2.731 1.785  0.290
16 H 2.137 -3.813 1.042  0.305
17 H 3.571 -3.229 0.135  0.536
18 H 0.395 -1.185 2.751  0.111
19 H -1.541 -2.224 3.626  0.132
20 H -1.867 -3.885 3.184  0.253
21 H 4.534 -1.993 -0.688  0.194
22 H 5.634 -0.339 -2.237  0.468
23 H 4.269 1.754 -2.908  0.455
24 H 2.188 2.174 -1.736  0.481
25 N -1.920 -5.533 -5.446  -0.478
26 C -1.614 -4.318 -4.864  1.034
27 C -0.959 -4.217 -3.619  -0.899
28 C -0.683 -3.002 -3.021  -0.501
29 C -0.905 -1.835 -3.768  0.011
30 C -1.466 -1.866 -5.053  -0.500
31 C -1.946 -3.083 -5.542  -0.660
32 S -0.264 -0.367 -2.991  1.380
33 O -0.912 0.844 -3.426  -0.703
34 O 1.126 -0.522 -3.204  -0.695
35 N -0.596 -0.738 -1.399  0.350
36 C -1.874 -0.293 -1.069  0.025
37 N -1.938 0.449 0.037  0.507
38 C -3.083 0.970 0.477  -0.278
39 C -4.282 0.518 -0.044  -0.910
40 C -4.139 -0.310 -1.237  -0.406
41 N -2.980 -0.747 -1.701  -0.533
42 H -1.597 -6.324 -4.938  0.184
43 H -2.238 -5.577 -6.359  0.174
44 H -0.612 -5.109 -3.145  0.291
45 H -0.376 -3.009 -2.003  0.359
46 H -1.670 -0.933 -5.598  0.421
47 H -2.581 -3.052 -6.459  0.234
48 H -3.109 1.665 1.339  0.440
49 H -5.234 0.888 0.388  0.331
50 H -4.963 -0.763 -1.738  0.499
51 Br -1.822 0.448 3.198  -0.553
52 C 0.190 3.754 2.346  0.280
53 C -0.076 5.131 2.555  -0.996
54 C -0.419 5.934 1.489  -0.539
55 C -0.707 5.350 0.248  -0.871
56 C -0.374 4.017 0.099  0.446
57 N -0.033 3.201 1.145  0.038
58 C -0.531 3.283 -1.191  -0.210
59 O -1.091 3.786 -2.160  -0.673
60 O 0.046 2.106 -1.143  -0.413
61 H 0.134 5.540 3.535  0.475
62 H -0.452 6.985 1.700  0.453
63 H -1.139 5.919 -0.587  0.495
64 N 1.199 1.098 2.166  0.035
65 C 1.343 1.705 3.239  0.042
66 C 1.781 0.924 4.428  -0.862
67 C 1.078 1.093 5.603  -0.263
68 C 0.091 2.121 5.702  -0.626
69 C -0.280 2.898 4.647  -0.559
70 C 0.686 3.035 3.547  0.915
71 H 2.650 0.237 4.350  0.416
72 H 1.360 0.433 6.411  0.443
73 H -0.507 2.239 6.607  0.355
74 H -1.247 3.482 4.658  0.343
75 H 1.498 3.725 3.896  0.478

---

No. 3
Density functional theory data (ωB97M-V/def2-TZVPD) for C20H16N6OReS as an isolated structure.

Summary:
frontier orbital gap (alpha / beta)	6.7 / 6.7	eV
charge	+3
strongest force on any atom	3.22	eV Å⁻¹
LUMO (alpha / beta)	-11.11 / -11.11	eV
DFT total energy	-44923.3865	eV

Each line ends with the Mulliken charge.
CARTESIAN COORDINATES (ANGSTROEM)
1 Re 0.771 -0.166 -0.959  0.991
2 C 2.009 4.682 0.646  -0.773
3 N 0.704 4.127 0.410  0.159
4 C -0.436 4.860 0.289  -0.566
5 C -1.455 4.001 0.021  -0.393
6 N -0.938 2.723 -0.010  0.258
7 C 0.410 2.834 0.206  0.257
8 S 1.578 1.559 0.268  -0.169
9 C -1.732 1.569 -0.151  0.844
10 C -3.090 1.674 0.167  -0.664
11 C -3.938 0.599 -0.011  -0.672
12 C -3.414 -0.579 -0.536  -0.820
13 C -2.061 -0.638 -0.775  0.008
14 N -1.202 0.388 -0.559  -0.226
15 H 1.910 5.681 1.070  0.307
16 H 2.564 4.763 -0.291  0.372
17 H 2.586 4.064 1.331  0.360
18 H -0.456 5.930 0.397  0.477
19 H -2.474 4.235 -0.202  0.505
20 H -3.482 2.588 0.579  0.423
21 H -4.981 0.670 0.259  0.494
22 H -4.043 -1.435 -0.729  0.458
23 H -1.622 -1.564 -1.143  0.399
24 N 2.007 -1.399 -4.828  -0.325
25 C 1.756 -1.591 -3.550  1.173
26 O 1.299 -0.662 -2.822  -0.909
27 C 1.998 -2.944 -2.973  -0.143
28 C 2.394 -4.011 -3.816  -0.448
29 N 2.693 -4.874 -4.501  -0.211
30 C 1.785 -3.035 -1.664  0.945
31 N 1.464 -2.585 -0.595  -0.275
32 H 1.864 -0.490 -5.258  0.289
33 H 2.327 -2.143 -5.436  0.234
34 C 0.974 -1.795 0.309  0.532
35 C 0.656 -2.105 1.644  0.576
36 C -0.068 -1.162 2.421  0.066
37 C -0.465 -1.477 3.696  -0.896
38 C -0.130 -2.716 4.249  -0.408
39 C 0.598 -3.647 3.509  -0.771
40 C 0.991 -3.356 2.222  -0.451
41 H -0.310 -0.199 1.982  0.197
42 H -1.038 -0.770 4.278  0.446
43 H -0.429 -2.941 5.263  0.452
44 H 0.857 -4.599 3.945  0.447
45 H 1.567 -4.065 1.647  0.453

---

No. 4
Density functional theory data (ωB97M-V/def2-TZVPD) for C12H22AsF2N2O5S as an isolated structure.

Summary:
frontier orbital gap	8.4	eV
charge	-1
strongest force on any atom	3.58	eV Å⁻¹
LUMO	3.12	eV
DFT total energy	-103123.1046	eV

Each line ends with the Mulliken charge.
CARTESIAN COORDINATES (ANGSTROEM)
1 C -1.709 -3.603 -1.577  -0.887
2 C -1.782 -2.390 -1.017  -0.098
3 C -0.842 -1.992 0.124  -1.072
4 As -0.325 -0.030 -0.087  0.767
5 C -1.206 0.267 1.741  0.010
6 C -2.742 0.288 1.700  -1.452
7 F -0.676 1.366 2.427  -0.391
8 N -0.163 1.860 -0.440  -0.070
9 C -1.432 2.569 -0.301  -1.267
10 C 0.411 2.316 -1.654  0.263
11 C -0.355 2.553 -2.974  -1.188
12 O 1.530 2.718 -1.663  -0.568
13 N 1.358 -0.157 0.822  0.732
14 C 1.726 -1.310 1.549  0.273
15 C 1.543 -1.459 3.071  -1.543
16 O 2.300 -2.203 1.024  -0.476
17 C 2.262 0.930 0.951  0.458
18 C 3.727 0.600 0.558  -1.423
19 O 2.095 1.988 1.441  -0.492
20 S 0.805 -0.668 -2.114  1.215
21 O 1.124 -2.072 -2.049  -0.641
22 O -0.061 -0.490 -3.263  -0.686
23 F 2.293 -0.017 -2.276  -0.308
24 H -1.725 -4.452 -0.888  0.260
25 H -1.675 -3.756 -2.653  0.269
26 H -2.534 -1.704 -1.415  0.333
27 H -0.056 -2.745 0.103  0.513
28 H -1.453 -2.167 1.027  0.490
29 H -1.684 0.086 -0.838  0.288
30 H -0.957 -0.567 2.406  0.531
31 H -3.215 -0.240 2.538  0.288
32 H -3.167 -0.116 0.775  0.302
33 H -3.089 1.327 1.781  0.420
34 H -1.308 3.573 -0.727  0.499
35 H -2.285 2.118 -0.845  0.324
36 H -1.736 2.735 0.734  0.284
37 H -0.329 3.632 -3.150  0.401
38 H -1.415 2.284 -2.885  0.271
39 H 0.091 1.988 -3.788  0.310
40 H 1.291 -0.480 3.492  0.309
41 H 0.703 -2.154 3.192  0.292
42 H 2.414 -1.929 3.521  0.455
43 H 4.271 1.498 0.277  0.370
44 H 4.180 0.234 1.497  0.357
45 H 3.800 -0.230 -0.147  0.278

---

Q: Look up the strongest force on any atom of the third one.
A: 3.22 eV Å⁻¹

---

Q: Which of these has the lowest strongest force on any atom?
A: C20H16N6OReS